[1]
{"formula": "C22H36BrCuOS4", "method": "ωB97M-V/def2-TZVPD", "homo_lumo_gap_ev": [8.96, 5.94], "e_lumo_ev": [-1.85, -4.86], "charge": 1, "spin_multiplicity": 2, "s_squared": 0.7812, "energy_ev": -183464.609, "symbols": ["Cu", "C", "C", "S", "C", "C", "S", "C", "C", "S", "C", "C", "S", "H", "H", "H", "H", "H", "H", "H", "H", "H", "H", "H", "H", "H", "H", "H", "H", "C", "C", "C", "C", "C", "C", "C", "Br", "C", "O", "C", "C", "C", "C", "C", "C", "H", "H", "H", "H", "H", "H", "H", "H", "H", "H", "H", "H", "H", "H", "H", "H", "H", "H", "H", "H"], "coordinates": [[-0.350392, -1.962269, -0.709022], [-3.249993, -1.484535, 1.210813], [-2.368475, -2.423071, 2.017203], [-0.582990, -2.157779, 1.719209], [0.022619, -3.791375, 2.280841], [1.359397, -4.181866, 1.674694], [1.390287, -4.276828, -0.139482], [0.264222, -5.660097, -0.502538], [-0.352770, -5.432133, -1.875585], [-1.286329, -3.879712, -2.056098], [-2.730943, -4.300278, -1.016945], [-3.751552, -3.174983, -1.026399], [-3.071763, -1.539814, -0.600271], [-3.036887, -0.445895, 1.464141], [-4.295732, -1.687466, 1.442611], [-2.597749, -3.464138, 1.797698], [-2.545712, -2.248964, 3.079070], [-0.746675, -4.523981, 2.037462], [0.118437, -3.743423, 3.365509], [1.671979, -5.144033, 2.078654], [2.127053, -3.444580, 1.911268], [-0.495772, -5.722320, 0.275025], [0.836871, -6.586805, -0.510995], [-1.025869, -6.247275, -2.138625], [0.426626, -5.373288, -2.635925], [-2.369693, -4.499799, -0.009194], [-3.172638, -5.209161, -1.427915], [-4.570353, -3.394736, -0.340895], [-4.159309, -3.046534, -2.028588], [4.513499, 3.891765, -0.540877], [3.357474, 3.903052, 0.477212], [3.894517, 3.527772, 1.868657], [2.773750, 5.316650, 0.539991], [2.330878, 2.871574, 0.052203], [2.724461, 1.529162, -0.096545], [1.811460, 0.596406, -0.479955], [2.386932, -1.196902, -0.711740], [0.426230, 0.887591, -0.733955], [-0.395111, -0.023211, -1.034465], [0.041636, 2.286788, -0.623660], [0.993056, 3.195458, -0.218715], [-1.381354, 2.731773, -0.936455], [-2.349226, 2.054809, 0.053871], [-1.754128, 2.351860, -2.382934], [-1.543995, 4.248079, -0.806508], [5.233531, 4.668762, -0.283043], [4.139833, 4.087157, -1.547355], [5.038292, 2.936699, -0.546136], [4.659038, 4.245426, 2.168505], [4.345117, 2.534401, 1.873494], [3.094962, 3.549672, 2.610938], [3.559943, 6.017165, 0.820292], [1.982428, 5.389288, 1.287997], [2.380933, 5.628052, -0.429392], [3.742010, 1.214104, 0.086558], [0.689729, 4.224204, -0.112352], [-2.491252, 1.012946, -0.216939], [-3.318771, 2.553794, 0.022857], [-1.964197, 2.110963, 1.075038], [-1.695747, 1.278826, -2.541244], [-1.092258, 2.850944, -3.093566], [-2.775966, 2.674280, -2.588057], [-1.405292, 4.595149, 0.219697], [-2.555348, 4.519251, -1.108960], [-0.852957, 4.783428, -1.460178]], "atomic_forces_ev_per_a": [[-0.38, -1.01, 0.20], [0.07, -0.10, -0.33], [0.25, 0.14, 0.09], [-0.13, -0.30, -0.12], [-0.09, 0.30, 0.01], [-0.08, 0.00, -0.36], [-0.01, -0.22, 0.17], [0.24, 0.28, 0.07], [-0.08, 0.31, 0.00], [-0.17, -0.01, 0.10], [0.33, 0.03, -0.14], [0.21, 0.29, 0.11], [-0.15, -0.13, 0.14], [-0.06, 0.02, 0.04], [-0.01, 0.07, 0.09], [-0.02, -0.01, 0.00], [-0.07, -0.06, 0.00], [0.01, -0.03, 0.02], [-0.01, -0.09, 0.01], [0.05, 0.04, 0.09], [0.03, -0.03, 0.06], [-0.02, -0.04, -0.03], [-0.08, -0.06, 0.02], [0.05, -0.05, -0.04], [-0.02, -0.07, -0.02], [-0.08, -0.04, 0.03], [-0.03, -0.02, 0.04], [-0.06, -0.04, -0.07], [-0.07, -0.06, 0.01], [-0.11, -0.01, 0.04], [0.09, 0.10, 0.00], [-0.03, -0.01, -0.05], [0.02, -0.12, -0.02], [-0.05, -0.01, 0.04], [-0.09, -0.20, -0.05], [0.54, -0.41, 0.06], [-0.01, 0.42, -0.01], [-0.27, -0.07, -0.13], [0.31, 0.93, -0.04], [-0.06, 0.14, -0.04], [-0.08, 0.05, -0.04], [-0.13, -0.04, -0.02], [0.08, 0.01, -0.08], [0.07, -0.02, 0.11], [0.01, 0.00, 0.02], [0.01, 0.00, 0.00], [0.05, 0.01, -0.01], [0.02, 0.00, -0.03], [0.00, 0.00, 0.00], [0.00, 0.02, 0.02], [0.01, -0.02, 0.01], [0.00, 0.00, 0.01], [-0.02, 0.04, -0.02], [-0.01, 0.05, 0.02], [0.03, 0.10, 0.00], [0.07, -0.02, -0.01], [0.00, -0.04, 0.03], [0.00, -0.01, -0.01], [-0.05, 0.04, 0.01], [0.00, -0.05, -0.03], [-0.02, 0.00, 0.00], [0.00, 0.01, 0.01], [0.02, 0.00, -0.01], [-0.01, -0.02, 0.01], [-0.03, 0.03, 0.01]]}



[2]
{"formula": "C22H36IrN4S2Si3", "method": "ωB97M-V/def2-TZVPD", "e_above_lowest_ev": 0.080, "homo_lumo_gap_ev": [6.01, 6.01], "e_lumo_ev": [-4.70, -4.69], "charge": 1, "energy_ev": -77497.181, "symbols": ["Ir", "C", "S", "C", "S", "N", "N", "C", "C", "C", "C", "C", "C", "N", "H", "H", "H", "H", "H", "H", "H", "H", "C", "Si", "C", "C", "C", "Si", "C", "C", "C", "Si", "C", "C", "C", "C", "C", "C", "C", "N", "H", "H", "H", "H", "H", "H", "H", "H", "H", "H", "H", "H", "H", "H", "H", "H", "H", "H", "H", "H", "H", "H", "H", "H", "H", "H", "H", "H"], "coordinates": [[-0.527947, -0.940701, -0.314651], [-1.352150, -2.499147, -5.466548], [-2.809496, -2.385557, -4.399174], [-2.117100, -2.104254, -2.837301], [-0.416880, -1.823303, -2.643249], [-2.973639, -2.151017, -1.860447], [-2.483597, -1.901697, -0.650388], [-3.135739, -2.245940, 0.403032], [-2.458659, -2.127386, 1.675199], [-3.073549, -2.377510, 2.897744], [-2.326978, -2.307291, 4.058920], [-0.967557, -2.032778, 3.974293], [-0.420379, -1.800169, 2.727145], [-1.143791, -1.827338, 1.609723], [-1.740187, -2.696868, -6.462877], [-0.722783, -3.324530, -5.145111], [-0.796118, -1.565804, -5.460989], [-4.121246, -2.692589, 0.323583], [-4.127699, -2.619049, 2.918791], [-2.791441, -2.474846, 5.020997], [-0.346160, -1.996445, 4.857254], [0.636623, -1.606234, 2.602407], [-1.272035, 1.416526, -2.659247], [0.362063, 1.733762, -1.741219], [1.758334, 0.857483, -2.679278], [0.704161, 3.587834, -1.740658], [0.211899, 1.069403, 0.053262], [-1.027796, 2.080766, 1.090623], [-1.639178, 1.180873, 2.640329], [-0.192660, 3.664366, 1.700492], [-2.572241, 2.532255, 0.108084], [1.875025, 0.822518, 0.898489], [3.222869, 2.047754, 0.401686], [1.944175, 0.827158, 2.791274], [2.453444, -0.909713, 0.353478], [3.785878, -1.307567, 0.375373], [4.131344, -2.593537, -0.007262], [3.130642, -3.468555, -0.408573], [1.823854, -3.019466, -0.415744], [1.506189, -1.780244, -0.043862], [-1.078070, 1.017543, -3.656002], [-1.847071, 2.337393, -2.773168], [-1.907833, 0.698523, -2.136758], [1.564143, 0.895765, -3.752927], [1.843528, -0.193705, -2.399948], [2.727119, 1.328637, -2.507932], [0.826598, 3.940684, -2.767262], [1.617018, 3.833303, -1.195475], [-0.119951, 4.147929, -1.295873], [-0.827125, 0.808237, 3.263497], [-2.304471, 0.347147, 2.405162], [-2.210076, 1.891920, 3.242408], [0.603639, 3.448702, 2.414956], [-0.931348, 4.285399, 2.212772], [0.234269, 4.257931, 0.891744], [-3.054491, 1.655670, -0.329996], [-2.354647, 3.233844, -0.698732], [-3.297803, 3.008677, 0.771110], [2.921330, 3.062748, 0.670187], [3.441952, 2.030652, -0.664992], [4.149245, 1.836007, 0.941264], [1.889394, 1.855449, 3.152252], [2.901693, 0.418758, 3.123292], [1.152294, 0.263959, 3.282401], [4.542645, -0.599648, 0.687358], [5.165511, -2.911693, 0.009990], [3.355054, -4.481129, -0.710144], [1.007961, -3.659867, -0.724783]], "atomic_forces_ev_per_a": [[0.00, -4.24, -1.23], [-0.13, 0.06, 0.20], [0.11, -0.10, -0.05], [0.07, 0.13, 0.29], [0.39, 0.93, 0.85], [-1.21, -0.25, -0.77], [1.30, 0.92, 0.72], [-0.24, 0.13, -0.47], [0.31, -0.09, 0.64], [-0.11, -0.09, -0.46], [0.33, 0.06, 0.15], [-0.31, -0.24, 0.08], [0.10, -0.31, -0.15], [0.30, 1.70, 0.14], [-0.02, 0.00, -0.01], [0.04, 0.00, -0.08], [0.01, -0.01, -0.05], [-0.01, 0.00, -0.06], [0.01, -0.01, 0.02], [-0.02, -0.01, -0.01], [0.02, 0.02, -0.01], [-0.08, 0.09, 0.00], [0.13, 0.18, 0.12], [-0.04, -0.25, -0.07], [-0.08, 0.14, 0.21], [-0.03, -0.19, 0.06], [0.18, -0.81, 0.43], [0.06, 0.05, 0.10], [0.06, 0.04, -0.19], [-0.09, -0.17, -0.12], [0.20, -0.05, 0.08], [0.15, 0.58, -0.09], [-0.17, -0.19, 0.05], [-0.16, -0.08, -0.20], [0.35, 0.17, 0.14], [-0.08, -0.09, 0.03], [-0.02, -0.02, -0.01], [0.05, 0.15, 0.14], [-0.22, -0.35, -0.08], [-1.06, 1.92, -0.17], [0.03, -0.05, 0.01], [0.02, 0.01, 0.02], [-0.07, 0.05, -0.09], [-0.04, 0.01, 0.00], [0.03, 0.01, -0.03], [-0.01, 0.01, -0.03], [-0.01, -0.05, -0.03], [-0.01, 0.01, -0.01], [0.00, 0.00, -0.04], [-0.04, 0.07, 0.00], [0.00, 0.11, 0.01], [-0.01, 0.04, -0.03], [-0.02, 0.02, 0.01], [0.00, 0.00, 0.01], [-0.01, -0.01, 0.03], [0.00, 0.01, 0.00], [-0.03, -0.02, 0.01], [0.03, 0.01, 0.04], [-0.01, -0.01, 0.02], [0.01, 0.02, 0.03], [0.00, 0.00, 0.02], [0.00, -0.02, 0.02], [0.03, -0.01, -0.06], [0.08, 0.07, 0.02], [0.02, -0.03, 0.00], [0.00, -0.01, -0.03], [-0.04, 0.00, -0.02], [-0.01, 0.06, -0.03]]}



[3]
{"formula": "C22H36N2O9", "method": "ωB97M-V/def2-TZVPD", "e_above_lowest_ev": 0.000, "homo_lumo_gap_ev": 9.08, "e_lumo_ev": 0.63, "energy_ev": -44806.271, "smiles": "CCCCO[C@H]1O[C@H](CO)[C@@H](O)[C@H](O)[C@@H]1O.CNC(=O)[C@H](Cc1ccc(O)cc1)NC(C)=O", "symbols": ["C", "C", "C", "C", "O", "C", "O", "C", "C", "O", "C", "O", "C", "O", "C", "O", "H", "H", "H", "H", "H", "H", "H", "H", "H", "H", "H", "H", "H", "H", "H", "H", "H", "H", "H", "H", "C", "N", "C", "O", "C", "C", "C", "C", "C", "C", "O", "C", "C", "N", "C", "C", "O", "H", "H", "H", "H", "H", "H", "H", "H", "H", "H", "H", "H", "H", "H", "H", "H"], "coordinates": [[-1.236653, 3.778404, 3.961502], [-0.956752, 2.462715, 3.240893], [-2.220567, 1.597948, 3.187465], [-1.931857, 0.241807, 2.550666], [-1.073286, -0.523549, 3.402778], [-0.918466, -1.881311, 2.975683], [-0.173063, -1.950639, 1.744421], [1.192974, -1.486759, 1.841288], [1.854826, -1.644506, 0.464709], [1.561454, -2.942991, -0.067296], [1.959453, -2.289698, 2.906251], [3.272303, -1.765948, 3.115328], [1.231398, -2.238059, 4.255323], [1.935833, -3.077362, 5.186867], [-0.237663, -2.672834, 4.105819], [-0.334832, -4.087737, 3.864506], [-0.329195, 4.388615, 3.994441], [-2.016039, 4.342579, 3.439861], [-1.566078, 3.591476, 4.988107], [-0.162105, 1.929140, 3.772559], [-0.603171, 2.667250, 2.224819], [-2.616147, 1.445670, 4.196873], [-2.986144, 2.114409, 2.599862], [-2.876676, -0.288222, 2.389945], [-1.454923, 0.391560, 1.580342], [-1.909015, -2.317690, 2.809346], [1.214863, -0.428316, 2.122677], [1.463375, -0.877323, -0.208964], [2.938037, -1.497396, 0.534923], [0.622131, -3.138225, 0.111014], [2.039450, -3.331872, 2.579072], [3.644003, -2.211742, 3.901195], [1.244726, -1.206188, 4.624628], [1.354223, -3.324671, 5.928076], [-0.768560, -2.442591, 5.035199], [0.197937, -4.331670, 3.086098], [2.352745, 2.488355, -5.754025], [3.197326, 1.790204, -4.785557], [2.806660, 0.968835, -3.805305], [3.648953, 0.505810, -3.047161], [1.315221, 0.667633, -3.578578], [0.771969, 1.574040, -2.464087], [-0.726142, 1.495028, -2.251113], [-1.258324, 0.754045, -1.178169], [-2.652442, 0.699677, -0.983988], [-3.513781, 1.383418, -1.864517], [-4.856668, 1.329040, -1.671650], [-2.981347, 2.115829, -2.946884], [-1.588097, 2.169143, -3.136704], [1.091111, -0.741859, -3.233626], [0.108261, -1.488311, -3.734232], [0.020692, -2.908874, -3.231730], [-0.687944, -1.084650, -4.572521], [1.627404, 3.118232, -5.236308], [2.971152, 3.120864, -6.393155], [1.824625, 1.767855, -6.381880], [4.194829, 1.933761, -4.839125], [0.771922, 0.892890, -4.495357], [1.021668, 2.607882, -2.706280], [1.281093, 1.332725, -1.529748], [-0.599272, 0.216224, -0.513702], [-3.078677, 0.124684, -0.177421], [-5.334720, 1.726292, -2.399992], [-3.638907, 2.630359, -3.629460], [-1.179138, 2.722142, -3.969992], [1.741900, -1.172154, -2.593474], [0.988382, -3.394614, -3.344495], [-0.730093, -3.442149, -3.812794], [-0.266154, -2.896632, -2.183249]], "atomic_forces_ev_per_a": [[0.24, 0.01, -0.14], [-0.34, 0.13, 0.36], [0.72, -0.32, -0.14], [-0.26, 0.26, 0.11], [0.06, -0.97, -0.21], [0.38, 1.08, 0.14], [0.01, -0.11, 0.59], [0.64, 0.09, 0.32], [-1.01, -0.40, 0.11], [0.11, 0.16, 0.11], [0.08, -0.11, 1.13], [-0.12, -0.08, -0.20], [-0.58, -0.34, 0.13], [-0.26, 0.18, -0.19], [0.63, -0.26, -0.55], [-0.11, 0.63, -0.07], [-0.17, 0.05, 0.07], [0.06, 0.00, 0.11], [0.01, 0.08, -0.10], [-0.07, -0.04, -0.13], [-0.01, -0.10, 0.03], [0.00, 0.01, -0.06], [0.00, -0.12, 0.00], [0.04, -0.21, 0.01], [0.03, -0.06, -0.03], [0.21, -0.03, -0.46], [-0.08, -0.01, 0.04], [-0.06, 0.09, -0.04], [-0.24, -0.29, 0.09], [0.51, 0.32, -0.02], [-0.06, -0.06, -0.09], [-0.34, 0.22, -0.51], [0.02, 0.04, -0.17], [0.27, 0.19, -0.55], [-0.08, -0.31, -0.13], [-0.25, 0.32, 0.43], [-0.03, -0.37, 0.26], [-0.25, 0.82, -1.08], [0.29, -0.72, 1.18], [-0.27, -0.37, 0.17], [-0.27, -0.18, -0.22], [-0.17, 0.24, 0.14], [-0.14, -0.15, -0.04], [-1.04, 0.72, -0.98], [0.22, 0.45, -0.70], [1.07, 0.28, -0.64], [-0.12, -0.43, 0.68], [1.05, -0.51, 0.64], [-0.77, -0.71, 1.02], [1.39, 1.14, 0.36], [-1.40, -0.63, -1.16], [0.12, 0.10, -0.05], [0.17, 0.30, 0.11], [-0.03, 0.06, -0.13], [-0.03, -0.13, 0.17], [-0.04, 0.15, -0.06], [-0.10, -0.07, 0.16], [-0.21, -0.32, 0.01], [0.15, 0.12, 0.00], [0.15, -0.02, -0.03], [0.07, -0.06, 0.10], [-0.08, -0.06, 0.09], [0.08, 0.15, -0.22], [-0.15, 0.08, -0.09], [0.02, 0.07, -0.07], [0.11, 0.13, 0.00], [0.02, -0.14, 0.19], [0.08, 0.13, 0.05], [0.07, -0.14, 0.12]]}